Entry 1:
Computed, not measured: C16H18N2PmS2 as an isolated structure, with ωB97M-V/def2-TZVPD.

Structure (XYZ):
```
39
Properties=species:S:1:pos:R:3:forces:R:3
Pm 0.271165 -0.029431 -0.012876 -0.305 0.006 0.031
C -1.781056 -1.866856 -1.704243 0.042 0.098 -0.034
N -1.855664 -0.448289 -1.269042 0.028 0.113 -0.021
C -2.917682 -0.284214 -0.228360 0.019 -0.139 -0.189
C -2.713676 1.008761 0.522756 0.075 0.129 0.193
N -1.545290 0.885914 1.448737 0.056 -0.136 -0.039
C -1.070685 2.232209 1.858301 0.011 -0.098 0.034
C -1.922470 0.074011 2.622993 -0.036 0.311 -0.079
C -2.832256 0.612652 3.529520 -0.017 -0.133 0.040
C -3.229459 -0.109129 4.639515 0.013 -0.023 0.006
C -2.714403 -1.383507 4.844152 -0.006 0.027 -0.003
C -1.816610 -1.919852 3.942503 0.030 -0.038 -0.017
C -1.403119 -1.201599 2.816911 0.020 -0.046 0.024
S -0.249681 -1.977000 1.715585 0.020 0.175 -0.055
C -2.136933 0.443363 -2.412250 -0.113 -0.290 0.086
C -3.239091 0.156951 -3.214120 0.014 0.131 -0.033
C -3.554313 0.965116 -4.290201 0.020 0.024 -0.016
C -2.761776 2.072700 -4.566684 -0.017 -0.024 0.009
C -1.672802 2.360653 -3.767999 0.051 0.028 0.023
C -1.339567 1.551604 -2.677805 0.026 0.005 -0.022
S 0.074440 2.004544 -1.708659 0.066 -0.114 0.061
H -2.730188 -2.221371 -2.106288 -0.008 -0.020 0.022
H -1.516746 -2.487150 -0.847461 0.012 -0.030 -0.012
H -1.032473 -1.959043 -2.492864 0.009 -0.014 0.005
H -2.857702 -1.137930 0.449645 0.001 0.034 0.047
H -3.899635 -0.301995 -0.705771 -0.006 0.020 0.022
H -3.606484 1.266044 1.096515 -0.013 -0.017 -0.021
H -2.509332 1.829010 -0.168298 -0.013 -0.033 -0.046
H -1.852783 2.809102 2.352269 -0.004 0.018 -0.020
H -0.747618 2.778950 0.971915 0.019 0.025 0.012
H -0.246362 2.120144 2.564590 0.013 0.011 -0.007
H -3.246232 1.599575 3.369198 0.008 0.011 -0.002
H -3.935482 0.317727 5.338210 0.001 0.003 -0.002
H -3.012673 -1.962700 5.707475 -0.013 0.013 0.004
H -1.416449 -2.912990 4.097276 0.005 0.008 -0.006
H -3.867787 -0.696654 -2.997193 0.005 -0.014 0.001
H -4.411199 0.733936 -4.907598 0.000 -0.003 0.002
H -2.992186 2.715612 -5.405324 -0.016 -0.010 -0.002
H -1.055945 3.224296 -3.977729 0.004 -0.010 0.004
```
Positions in Å, forces in eV/Å.

Calculated values
- energy above the lowest of the compared OMol25 structures with the same formula, charge and spin (kJ/mol) = 4.4
- calculated total energy (Eh) = -2134.58720
- spin multiplicity = 5
- Kohn-Sham gap (spin up / spin down) (eV) = 7.20 / 7.34
- net charge = +1

Atomic partial charges in e from the Löwdin method, atoms 1 to 5:
1. Pm 1.424
2. C -0.070
3. N -0.299
4. C -0.151
5. C -0.151

=====

Entry 2:
Computed, not measured: C8H16N2O4SW as an isolated structure, with ωB97M-V/def2-TZVPD.

Structure (XYZ):
```
32
Properties=species:S:1:pos:R:3:forces:R:3
W 0.175370 1.774375 1.320470 0.237 -0.093 0.135
N -0.833335 0.097453 0.068974 0.051 0.024 0.000
C -1.475885 -1.058594 0.855184 0.051 0.371 0.039
C -0.578669 -1.383582 1.977162 0.003 -1.057 -0.275
O -1.157689 1.562894 2.270288 -0.155 0.068 0.043
N 0.298777 -1.599638 2.676263 -0.110 0.635 0.414
C 1.498790 -1.042720 3.334807 0.109 -0.052 -0.150
C 1.602003 0.230750 2.481110 0.031 0.009 0.056
O 1.411960 1.428989 2.900875 -0.095 -0.077 0.009
O 1.460718 0.145138 1.207406 0.083 0.173 -0.047
H -1.577491 0.441068 -0.553215 -0.030 0.031 0.060
H -0.131048 -0.315040 -0.556968 -0.031 0.020 -0.044
H -1.577067 -1.945938 0.215561 -0.022 0.015 0.000
H -2.461575 -0.768114 1.229937 -0.001 0.016 0.005
H 2.350055 -1.725272 3.227853 -0.006 0.002 -0.036
H 1.288771 -0.836761 4.387964 0.014 -0.005 0.005
C -2.260463 5.071997 -0.052864 0.001 0.052 -0.006
C -1.064191 5.877883 0.410954 -0.009 -0.053 0.037
S 0.548976 5.074092 0.388146 0.272 0.018 -0.027
O 0.291250 3.566214 1.108666 -0.445 -0.108 -0.187
C 0.781264 4.469003 -1.325663 -0.105 -0.017 0.014
C 1.216204 3.011760 -1.384841 0.133 0.071 -0.033
H -3.110363 5.758221 -0.090489 0.009 0.019 0.000
H -2.526258 4.298497 0.667332 0.007 -0.042 0.013
H -2.149630 4.663642 -1.057560 -0.022 -0.003 0.008
H -1.145480 6.287944 1.422203 0.003 0.006 0.006
H -0.821174 6.728996 -0.255811 0.047 0.017 0.009
H 1.572339 5.120112 -1.715954 0.013 0.004 0.012
H -0.145758 4.661030 -1.865322 0.035 -0.019 -0.043
H 1.396314 2.733827 -2.428568 -0.030 -0.014 0.012
H 0.375909 2.330451 -1.083396 0.004 -0.021 -0.014
H 2.145922 2.807588 -0.842601 -0.041 0.009 -0.012
```
Positions in Å, forces in eV/Å.

Calculated values
- energy above the lowest of the compared OMol25 structures with the same formula, charge and spin (kJ/mol) = 0.0
- calculated total energy (Eh) = -1188.34237
- Kohn-Sham gap (eV) = 8.23
- net charge = +4

Atomic partial charges in e from the Löwdin method, atoms 1 to 5:
1. W 1.967
2. N -0.010
3. C -0.017
4. C 0.137
5. O -0.186

=====

Entry 3:
Computed, not measured: one molecule with the formula C5H12N2S, with ωB97M-V/def2-TZVPD.

Structure (XYZ):
```
20
Properties=species:S:1:pos:R:3:forces:R:3
C 1.706973 0.326125 -0.091760 -0.270 2.102 0.019
C 0.814840 -0.829795 0.183049 -2.273 0.663 -0.731
S 1.522862 -2.346147 -0.558225 -0.443 0.299 -0.970
C 0.263939 -0.961128 1.643065 -0.311 -2.188 0.021
N -1.088923 -0.557472 1.243868 -1.871 3.639 1.451
C -0.763395 -0.519112 -0.205348 1.707 -1.826 2.298
C -1.363006 0.609351 -0.903809 -0.676 1.508 -1.672
N -1.106425 1.917414 -0.299605 1.764 1.815 -1.459
H 1.724690 0.614945 -1.185167 0.241 -0.418 1.185
H 2.664788 0.122536 0.313198 1.374 -0.440 -0.280
H 1.463150 1.237536 0.519404 -0.491 -0.655 -0.670
H 1.376165 -1.972930 -1.905569 0.147 -0.247 1.437
H 0.143507 -2.070827 1.912167 0.730 1.377 -0.080
H 0.774951 -0.445804 2.472135 -0.153 0.054 -0.489
H -1.541374 0.429068 1.660856 2.178 -3.325 -1.585
H -1.201222 -1.416521 -0.604397 0.032 -0.530 -0.659
H -1.199035 0.609018 -2.008758 0.175 -0.250 0.608
H -2.412190 0.390190 -0.787396 -0.707 0.126 -0.031
H -1.650847 2.698198 -0.753943 0.296 -1.460 0.601
H -0.129447 2.165354 -0.643762 -1.446 -0.244 1.005
```
Positions in Å, forces in eV/Å.

Calculated values
- energy above the lowest of the compared OMol25 structures with the same formula, charge and spin (kJ/mol) = 175.3
- structure (SMILES) = C[C@@]1(S)CN[C@H]1CN
- calculated total energy (Eh) = -705.32602
- Kohn-Sham gap (eV) = 9.09

Atomic partial charges in e from the Löwdin method, atoms 1 to 5:
1. C -0.155
2. C -0.747
3. S 0.734
4. C -0.209
5. N -0.057

=====

Question: Look up the energy above the lowest of the compared OMol25 structures with the same formula, charge and spin of the first one.
Answer: 4.4 kJ/mol

=====

Question: What is the formula in the first record?
Answer: C16H18N2PmS2

=====

Question: Which of these has the highest energy above the lowest of the compared OMol25 structures with the same formula, charge and spin?
Answer: C5H12N2S